# 1
{
  "formula": "C2H2BrN3",
  "method": "ωB97M-V with the def2-TZVPD basis set",
  "e_homo_ha": [-0.3107, -0.3107],
  "charge": 0,
  "orbital_gap_ha": [0.26242, 0.26239],
  "e_lumo_ev": [-1.31, -1.31],
  "de_lowest_kcal_mol": 106.4,
  "e_tot_ev": -76613.9017,
  "symbols": ["C", "C", "N", "N", "N", "Br", "H", "H"],
  "coordinates": [[1.5656, 1.5200, -0.2388], [-0.1559, -0.5253, 0.1238], [2.5892, 1.5602, 0.3414], [0.3219, 1.4181, -0.5406], [-1.4275, -0.7022, 0.1612], [1.0107, -1.9769, -0.1280], [-1.9000, 0.2040, -0.0317], [-2.0039, -1.4979, 0.3127]],
  "forces_ev_per_angstrom": [[0.2, -0.2, 1.9], [1.3, 1.7, -1.9], [0.5, 0.1, -0.9], [-1.5, -2.7, 0.1], [-0.2, 2.6, -0.2], [-0.4, 0.4, 0.6], [0.1, -0.8, 0.5], [0.0, -1.0, -0.1]]
}

---

# 2
{
  "formula": "C2H2BrNO2",
  "method": "ωB97M-V with the def2-TZVPD basis set",
  "e_homo_ha": [-0.3393, -0.3613],
  "charge": 0,
  "orbital_gap_ha": [0.29842, 0.32506],
  "e_lumo_ev": [-1.11, -0.99],
  "de_lowest_kcal_mol": 142.1,
  "e_tot_ev": -77727.1703,
  "symbols": ["C", "C", "N", "O", "O", "Br", "H", "H"],
  "coordinates": [[0.2682, -0.0980, -1.4658], [-0.7580, -0.4766, -0.7555], [0.4010, -0.1124, 2.0913], [1.4927, -0.5235, 2.1308], [-0.1635, 0.9255, 2.0764], [-2.4975, 0.1836, -0.6092], [0.0595, 0.8023, -2.0060], [1.1976, -0.7009, -1.4622]],
  "forces_ev_per_angstrom": [[0.0, -0.8, 0.6], [-0.7, -0.3, 0.3], [-2.0, -0.7, -0.1], [1.5, 0.2, 0.1], [0.5, 0.6, 0.1], [0.5, -0.2, 0.0], [0.7, 0.5, -0.7], [-0.6, 0.8, -0.2]]
}

---

# 3
{
  "formula": "C2H2Cl2I2",
  "method": "ωB97M-V with the def2-TZVPD basis set",
  "e_homo_ha": -0.3335,
  "charge": 0,
  "orbital_gap_ha": 0.28919,
  "e_lumo_ev": -1.21,
  "de_lowest_kcal_mol": 79.8,
  "e_tot_ev": -43348.8233,
  "symbols": ["C", "C", "Cl", "Cl", "I", "I", "H", "H"],
  "coordinates": [[1.5538, -0.2527, -0.0314], [-2.4824, 0.2891, 1.0436], [0.9295, -1.2166, -1.5431], [-2.0698, 1.5962, 0.1237], [-3.0657, -1.2828, -0.1519], [1.6572, 1.8831, -0.2362], [0.8030, -0.5005, 0.6885], [2.6744, -0.5158, 0.1068]],
  "forces_ev_per_angstrom": [[1.7, -0.6, -2.0], [-0.1, -0.4, 0.8], [0.8, 1.2, 1.3], [0.2, 0.9, -0.5], [-0.2, -0.5, -0.3], [-0.2, -0.4, -0.2], [0.2, -0.1, 0.7], [-2.4, 0.0, 0.1]]
}

---

# 4
{
  "formula": "C2H2Cl2N2",
  "method": "ωB97M-V with the def2-TZVPD basis set",
  "e_homo_ha": -0.3118,
  "charge": 0,
  "orbital_gap_ha": 0.31719,
  "e_lumo_ev": 0.15,
  "de_lowest_kcal_mol": 74.7,
  "e_tot_ev": -30126.2438,
  "symbols": ["C", "C", "N", "N", "Cl", "Cl", "H", "H"],
  "coordinates": [[3.8213, -0.0244, -0.5780], [-0.1165, 0.4494, -0.3934], [2.6497, 0.2243, -0.2700], [1.5261, -0.1558, -0.1834], [5.1965, 0.2840, 0.2548], [-0.0710, 2.0792, 0.1785], [-0.5827, -0.2996, 0.1605], [-0.1703, 0.3649, -1.4435]],
  "forces_ev_per_angstrom": [[-1.3, 0.6, -1.0], [5.8, 1.0, -0.1], [1.0, 0.4, -1.1], [-4.3, -2.0, 1.1], [1.1, 0.3, 1.0], [-0.8, 0.2, 0.1], [-0.9, -0.7, 1.1], [-0.6, 0.1, -1.0]]
}

---

# 5
{
  "formula": "C2H2Cl2O2S",
  "method": "ωB97M-V with the def2-TZVPD basis set",
  "e_homo_ha": [-0.3217, -0.3254],
  "charge": 0,
  "orbital_gap_ha": [0.27762, 0.27899],
  "e_lumo_ev": [-1.20, -1.26],
  "de_lowest_kcal_mol": 107.9,
  "e_tot_ev": -42076.4738,
  "symbols": ["C", "C", "O", "O", "S", "Cl", "Cl", "H", "H"],
  "coordinates": [[0.6883, 0.6817, -0.3863], [0.1903, -0.7514, -0.3133], [4.7617, -0.3265, -0.5008], [0.4417, 1.3108, 0.6895], [3.8485, 0.2793, 0.5005], [-0.9624, -1.1282, 0.9626], [1.6422, -1.7508, 0.0696], [-0.2970, -0.8317, -1.2032], [-0.1311, 0.7556, 1.3074]],
  "forces_ev_per_angstrom": [[0.8, -0.2, 0.2], [1.7, 0.5, 2.2], [-0.2, 0.1, 0.2], [-0.7, 0.3, 0.7], [0.6, 0.3, -0.1], [-0.9, 0.0, 0.6], [-0.8, 0.0, -1.1], [-1.0, -1.5, -2.7], [0.4, 0.5, -0.1]]
}

---

# 6
{
  "formula": "C2H2Cl2O3",
  "method": "ωB97M-V with the def2-TZVPD basis set",
  "e_homo_ha": [-0.2081, -0.4238],
  "charge": 0,
  "spin_multiplicity": 3,
  "orbital_gap_ha": [0.22276, 0.24992],
  "e_lumo_ev": [0.40, -4.73],
  "de_lowest_kcal_mol": 46.6,
  "e_tot_ev": -33287.5436,
  "symbols": ["C", "C", "O", "O", "O", "Cl", "Cl", "H", "H"],
  "coordinates": [[1.1538, 0.0347, 1.8560], [-1.1565, -0.0178, 0.0756], [2.2209, 0.0892, 1.4228], [-1.6206, 0.2224, 1.2445], [-0.0567, 0.1109, -0.3319], [1.9232, -0.0274, -2.8469], [-2.4990, -0.4313, -1.0754], [-0.9365, 0.6383, 1.7602], [0.9714, -0.6189, -2.1049]],
  "forces_ev_per_angstrom": [[3.8, 0.3, -1.3], [-9.6, -4.7, 0.1], [-3.2, -0.3, 1.5], [-1.5, 1.2, 3.1], [8.8, 2.0, -4.1], [-1.2, -0.8, 0.9], [1.2, 0.9, -0.1], [0.4, 0.6, 0.8], [1.3, 0.8, -1.0]]
}

---

# 7
{
  "formula": "C2H2Cl2S",
  "method": "ωB97M-V with the def2-TZVPD basis set",
  "e_homo_ha": -0.3431,
  "charge": 0,
  "orbital_gap_ha": 0.31305,
  "smiles": "S=CC(Cl)Cl",
  "e_lumo_ev": -0.82,
  "de_lowest_kcal_mol": 18.5,
  "e_tot_ev": -37985.0917,
  "symbols": ["S", "C", "C", "Cl", "Cl", "H", "H"],
  "coordinates": [[-1.8211, 1.1071, -0.4606], [-0.8438, 0.3027, 0.4735], [0.5061, -0.2332, -0.2908], [1.9199, 0.7737, 0.1856], [0.7560, -1.9052, 0.0850], [-1.0907, 0.0395, 1.4134], [0.5735, -0.0847, -1.4061]],
  "forces_ev_per_angstrom": [[-1.1, 0.9, -0.4], [3.0, -0.2, -5.4], [-0.7, 1.4, 0.5], [-0.1, 0.0, 0.4], [0.1, -0.8, 0.2], [-0.1, -1.1, 3.3], [-1.2, -0.3, 1.3]]
}

---

# 8
{
  "formula": "C2H2Cl2S",
  "method": "ωB97M-V with the def2-TZVPD basis set",
  "e_homo_ha": -0.3684,
  "charge": 0,
  "orbital_gap_ha": 0.38533,
  "smiles": "Cl[C@@H]1S[C@H]1Cl",
  "e_lumo_ev": 0.46,
  "de_lowest_kcal_mol": 13.9,
  "e_tot_ev": -37985.2931,
  "symbols": ["Cl", "C", "S", "C", "Cl", "H", "H"],
  "coordinates": [[-1.9670, -0.9243, 0.5723], [-0.1837, -0.7486, 0.3285], [0.7951, 0.2732, 1.4412], [0.2760, 0.7439, -0.2242], [1.3911, 0.8416, -1.5936], [0.1351, -1.6292, -0.1132], [-0.4465, 1.4434, -0.4110]],
  "forces_ev_per_angstrom": [[0.9, 0.2, 0.1], [-1.0, 4.7, -0.1], [-0.5, -0.2, -1.0], [1.3, -4.6, 1.0], [0.1, -0.2, 0.4], [1.2, -1.3, -0.7], [-2.0, 1.5, 0.2]]
}

---

# 9
{
  "formula": "C2H2Cl3P",
  "method": "ωB97M-V with the def2-TZVPD basis set",
  "e_homo_ha": -0.3234,
  "charge": 0,
  "orbital_gap_ha": 0.31467,
  "e_lumo_ev": -0.24,
  "de_lowest_kcal_mol": 106.8,
  "e_tot_ev": -48958.5873,
  "symbols": ["C", "C", "P", "Cl", "Cl", "Cl", "H", "H"],
  "coordinates": [[-1.2250, 1.0476, 0.6875], [-1.3356, -0.1631, 1.1609], [0.8634, -0.3131, -1.3251], [0.1273, 1.3943, -0.2764], [2.6798, -0.5868, -0.5770], [-0.2289, -1.5476, 0.8539], [-2.1550, -0.4666, 1.7762], [1.2739, 0.6352, -2.3000]],
  "forces_ev_per_angstrom": [[-1.0, 0.7, 0.8], [0.1, -0.7, -0.1], [-0.5, 0.0, -1.7], [0.7, 0.5, -0.5], [1.0, -0.2, 0.5], [-0.3, -0.2, 0.8], [-0.2, -0.1, 0.2], [0.2, 0.1, -0.1]]
}

---

# 10
{
  "formula": "C2H2Cl4S",
  "method": "ωB97M-V with the def2-TZVPD basis set",
  "e_homo_ha": [-0.3286, -0.2788],
  "charge": 0,
  "orbital_gap_ha": [0.31950, 0.23042],
  "e_lumo_ev": [-0.25, -1.32],
  "de_lowest_kcal_mol": 73.6,
  "e_tot_ev": -63027.6910,
  "symbols": ["C", "C", "S", "Cl", "Cl", "Cl", "Cl", "H", "H"],
  "coordinates": [[-1.1511, -0.4143, -0.4259], [1.5798, 0.1833, -0.0250], [-2.0043, 1.0858, -0.0851], [-1.3154, -1.7011, 0.4929], [2.4401, 0.5209, -1.4870], [1.4988, 1.3947, 1.3304], [2.3032, -1.3014, 0.6469], [-0.5959, -0.3691, -1.3693], [-2.7552, 0.6013, 0.9220]],
  "forces_ev_per_angstrom": [[0.9, 4.0, -2.0], [0.5, -0.6, 1.7], [0.2, -0.7, 0.0], [-0.2, -2.8, 1.6], [-0.5, 0.8, 0.1], [0.0, -0.6, -1.6], [-0.7, 0.3, -0.1], [-0.4, -0.6, 0.5], [0.1, 0.1, -0.1]]
}

---

# 11
{
  "formula": "C2H2Cl4Si",
  "method": "ωB97M-V with the def2-TZVPD basis set",
  "e_homo_ha": -0.3599,
  "charge": 0,
  "orbital_gap_ha": 0.36512,
  "smiles": "Cl/C=C/[Si](Cl)(Cl)Cl",
  "e_lumo_ev": 0.14,
  "de_lowest_kcal_mol": 27.6,
  "e_tot_ev": -60076.5183,
  "symbols": ["Cl", "C", "C", "Si", "Cl", "Cl", "Cl", "H", "H"],
  "coordinates": [[3.2801, 0.0375, 0.0426], [1.5692, 0.3769, -0.0843], [0.6398, -0.5275, 0.1120], [-1.6047, -0.0251, 0.0230], [-2.4028, -1.6977, -0.6841], [-2.1154, 0.4909, 1.9772], [-1.7569, 1.6065, -1.2011], [1.4988, 1.3428, -0.4091], [0.8920, -1.6044, 0.2238]],
  "forces_ev_per_angstrom": [[0.1, -0.3, 0.0], [0.7, -2.0, 0.4], [-3.3, -0.3, -0.3], [4.5, 0.4, 1.1], [-0.7, -0.4, -0.2], [0.0, -0.4, -1.1], [-0.3, -0.4, 0.3], [-0.8, 2.4, -0.4], [-0.3, 0.9, 0.3]]
}

---

# 12
{
  "formula": "C2H2ClFO",
  "method": "ωB97M-V with the def2-TZVPD basis set",
  "e_homo_ha": [-0.2828, -0.4437],
  "charge": 0,
  "spin_multiplicity": 3,
  "orbital_gap_ha": [0.30666, 0.40769],
  "e_lumo_ev": [0.65, -0.98],
  "de_lowest_kcal_mol": 0.0,
  "e_tot_ev": -19389.2139,
  "symbols": ["C", "C", "O", "F", "Cl", "H", "H"],
  "coordinates": [[-0.6339, 0.6155, 1.2828], [0.5033, -0.5531, -0.8657], [-0.5316, 1.0044, 2.4006], [0.0004, 0.3463, -1.7355], [2.2019, -0.6095, -0.8101], [-1.5168, 0.6934, 0.6456], [-0.0233, -1.4970, -0.9176]],
  "forces_ev_per_angstrom": [[1.0, 0.8, 2.5], [0.2, -0.4, -1.3], [-0.4, -0.4, -1.4], [0.2, -0.1, 0.4], [-0.1, 0.1, 0.1], [-0.8, 0.1, -0.4], [0.0, -0.1, 0.2]]
}